1.
Entry from the Open Molecules 2025 dataset: a structure of composition C34H39IrN5O3P2S at a distorted geometry (ωB97M-V/def2-TZVPD).

Last column: Mulliken spin population.
CARTESIAN COORDINATES (ANGSTROEM)
Ir  -1.17760  1.38967  0.15293  1.967
C  1.16566  -1.12118  4.17828  0.232
C  2.01592  -0.62972  3.27187  0.282
C  2.08253  -1.03370  1.80867  0.101
C  0.77402  -1.34669  1.00091  -0.007
C  -0.39744  -2.07007  1.58238  0.009
C  -0.47303  -2.91408  2.59909  0.005
C  0.71614  -3.46422  3.33123  0.032
C  1.20919  -2.58585  4.51078  0.116
C  -1.56023  3.32253  -0.22171  0.273
H  0.46797  -0.51017  4.76077  0.123
H  2.71927  0.17876  3.48627  0.007
H  2.72926  -1.92047  1.70344  0.065
H  2.55229  -0.19461  1.24688  0.008
H  0.36141  -0.35912  0.67230  0.148
H  1.09671  -1.86853  0.08004  -0.019
H  -1.33523  -1.78737  1.08660  0.007
H  -1.43775  -3.34865  2.88169  -0.001
H  1.54218  -3.55071  2.61204  0.001
H  0.48224  -4.48379  3.67526  0.006
H  0.64484  -2.80013  5.42579  0.002
H  2.25688  -2.87603  4.69055  0.009
H  -2.60060  3.56223  0.06960  0.028
H  -1.39156  3.60715  -1.26822  0.020
H  -0.85498  3.80695  0.48488  -0.001
P  -1.87623  0.50543  -1.59811  0.250
P  2.16112  0.16631  -1.52123  -0.023
N  -2.88365  -0.92522  -1.57135  -0.024
N  -2.55813  1.34550  -2.91270  0.026
N  2.41109  -1.40616  -2.39455  0.004
N  3.47532  0.92170  -2.42451  -0.034
C  -0.36611  -0.24869  -2.25077  0.224
C  0.75593  0.76612  -2.46770  -0.028
C  -4.27085  -0.81592  -1.35598  0.004
C  -4.90807  -1.85699  -2.01726  0.003
C  -3.90109  -2.62193  -2.69134  0.002
C  -2.68007  -2.04862  -2.38762  0.010
C  -3.31505  2.51661  -2.86062  -0.006
C  -3.60459  2.89943  -4.15978  0.002
C  -3.00069  1.93880  -5.03682  0.009
C  -2.36604  0.99546  -4.25265  0.004
C  3.31024  -2.37735  -1.92499  0.003
C  3.26333  -3.49217  -2.75934  -0.001
C  2.30683  -3.20875  -3.78518  0.003
C  1.81407  -1.93033  -3.54101  0.000
C  4.73686  0.39892  -2.75123  0.353
C  5.45274  1.35190  -3.47250  0.124
C  4.62418  2.51874  -3.56913  0.137
C  3.42804  2.22566  -2.92910  0.351
H  -0.56112  -0.76179  -3.19029  0.008
H  -0.11215  -1.04431  -1.52688  -0.027
H  1.00362  0.84013  -3.53595  -0.005
H  0.53602  1.77875  -2.08602  -0.058
H  -4.66037  -0.02040  -0.74137  -0.006
H  -5.96363  -2.06944  -2.02727  0.000
H  -4.03278  -3.48202  -3.32462  0.000
H  -1.68855  -2.35076  -2.67787  0.000
H  -3.53838  2.98014  -1.91154  -0.002
H  -4.20470  3.74469  -4.45381  0.000
H  -3.03642  1.91321  -6.11147  0.000
H  -1.77773  0.13336  -4.51931  -0.002
H  3.91301  -2.19056  -1.04769  0.000
H  3.84313  -4.40259  -2.65085  0.000
H  2.00700  -3.85724  -4.60079  0.000
H  1.07400  -1.38029  -4.09659  -0.005
H  5.01758  -0.60110  -2.47149  0.042
H  6.45342  1.24280  -3.87412  0.000
H  4.88267  3.46623  -4.02876  -0.001
H  2.53281  2.80975  -2.78867  0.035
O  0.66927  2.54750  1.87502  0.041
C  -0.23731  2.14288  2.63467  -0.042
N  -1.24633  1.39921  2.09863  0.196
S  -2.43624  0.73223  3.17924  0.003
O  -3.71962  1.34052  2.97021  -0.004
O  -2.31956  -0.70291  3.22654  0.003
C  -1.52059  1.45995  4.51643  0.000
C  -1.77928  1.22608  5.86546  -0.001
C  -0.94529  1.84275  6.80499  0.009
C  0.11004  2.66547  6.38262  0.000
C  0.38044  2.84424  5.03022  0.010
C  -0.44972  2.23654  4.08701  -0.004
H  -2.61482  0.59151  6.15482  0.000
H  -1.11566  1.70527  7.87032  0.001
H  0.73218  3.16139  7.12443  0.000
H  1.20780  3.43818  4.65793  0.001

Forces on atoms 1 to 3 (eV/Å):
1.31 1.33 0.80
-1.19 -1.50 1.70
0.91 1.20 -2.89

multiplicity: 6
expectation value of S²: 8.7763
highest occupied orbital energy (alpha / beta): -10.957 / -12.437 eV
gap between HOMO and LUMO (alpha / beta): 0.1503 / 0.1144 Eh
charge: +2

2.
Entry from the Open Molecules 2025 dataset: a structure of composition C4H6OPr at a distorted geometry (ωB97M-V/def2-TZVPD).

Last column: natural (NBO) charge in e.
CARTESIAN COORDINATES (ANGSTROEM)
C  -0.54561  1.50123  0.72447  -0.680
C  -1.05556  0.11679  0.77086  -0.026
C  -0.26355  -0.94077  0.40353  -0.418
C  0.37109  -1.00657  -0.88742  0.521
O  1.58283  -0.79599  -1.02750  -0.758
Pr  3.52331  -0.95428  -2.89016  1.958
H  -0.76272  2.01429  1.67299  0.272
H  -1.04587  2.04717  -0.08855  0.245
H  -1.77022  -0.08177  1.57498  0.233
H  0.59798  1.35467  0.60850  0.211
H  -0.41649  -1.90512  0.89468  0.278
H  -0.21519  -1.34965  -1.75639  0.163

Forces on atoms 1 to 3 (eV/Å):
1.17 0.30 -1.22
1.69 -1.91 2.27
-2.81 0.48 0.21

multiplicity: 4
expectation value of S²: 3.7518
highest occupied orbital energy (alpha / beta): -15.686 / -15.687 eV
gap between HOMO and LUMO (alpha / beta): 0.2222 / 0.2244 Eh
charge: +2

The relative energy (zero: lowest compared OMol25 entry of this formula, charge and spin) results, record by record, are as follows: 100.3 0.0 kJ/mol.